240
Properties=species:S:1:pos:R:3:forces:R:3 method="wB97M-V/def2-TZVPD" e_above_lowest_kcal_mol=0.0 homo_lumo_gap_ev=8.1 charge=0
C 6.482 -3.917 -1.960 0.14 0.25 0.37
C 5.628 -5.053 -2.489 -0.56 -0.31 -0.62
C 4.704 -5.589 -1.367 0.20 -0.13 -1.23
C 3.664 -4.547 -0.976 -0.97 0.29 0.69
C 2.770 -4.099 -2.161 0.79 0.15 -0.01
C 3.625 -3.685 -3.426 -0.61 -0.09 1.70
N 4.697 -4.659 -3.611 -0.46 -0.95 -0.01
O 5.308 -4.381 -4.846 0.95 0.08 0.15
C 2.664 -3.657 -4.588 -0.35 -1.70 0.18
C 4.143 -2.271 -3.269 0.10 0.56 0.80
C 6.533 -6.196 -3.001 -0.44 -0.59 -0.06
H 7.379 -4.351 -1.507 0.11 0.39 -0.24
H 5.977 -3.342 -1.187 -0.07 -0.09 0.17
H 6.693 -3.177 -2.729 0.60 -0.17 -0.16
H 4.266 -6.561 -1.741 0.08 1.12 0.42
H 5.323 -5.839 -0.513 0.19 -0.06 0.26
H 4.060 -3.663 -0.387 -0.14 -1.08 -0.97
H 3.007 -5.059 -0.265 -0.06 0.23 0.17
H 2.100 -3.262 -1.910 0.52 0.06 0.20
H 2.035 -4.890 -2.373 0.59 -0.18 -0.42
H 2.327 -4.699 -4.715 -0.16 0.27 -0.10
H 1.783 -3.055 -4.316 0.42 0.08 -0.44
H 3.185 -3.420 -5.498 -0.15 0.65 -0.45
H 4.610 -1.891 -4.167 0.47 -0.07 -0.31
H 3.291 -1.627 -3.136 -0.47 0.41 0.19
H 4.797 -2.124 -2.400 -0.14 -0.10 -0.39
H 5.880 -7.018 -3.358 0.39 0.38 0.15
H 7.217 -6.607 -2.231 -0.60 0.39 -0.08
H 7.174 -5.911 -3.831 -0.10 0.26 -0.12
H 5.881 -3.594 -4.744 -0.21 -0.23 0.06
C -6.096 -2.837 -3.354 -0.61 0.35 -0.06
C -5.953 -1.494 -4.085 2.01 -0.86 -0.26
C -5.521 -0.419 -3.069 -1.21 -0.79 0.20
C -5.093 0.835 -3.732 0.53 1.68 0.80
C -3.852 0.587 -4.543 -0.03 -0.36 -0.71
C -4.012 -0.468 -5.620 -2.29 -1.54 -1.61
N -4.736 -1.711 -5.026 0.62 1.06 0.75
O -5.081 -2.612 -6.078 0.19 0.20 0.10
C -4.872 0.077 -6.884 1.32 -0.56 1.78
C -2.638 -0.930 -6.123 -0.63 1.05 0.22
C -7.219 -1.166 -4.839 0.14 -0.36 0.50
H -5.220 -3.006 -2.724 -0.08 -0.23 -0.18
H -6.224 -3.613 -4.114 0.16 -0.13 0.32
H -6.997 -2.832 -2.709 0.42 0.04 -0.26
H -6.380 -0.295 -2.379 0.40 0.12 -0.25
H -4.685 -0.769 -2.459 0.03 -0.33 0.01
H -4.805 1.592 -2.981 -0.06 -0.27 0.05
H -5.893 1.349 -4.246 -0.29 -0.12 -0.65
H -3.081 0.236 -3.862 0.26 0.00 0.22
H -3.473 1.487 -5.023 0.05 0.21 0.03
H -5.046 -0.693 -7.639 0.07 0.07 0.28
H -5.802 0.460 -6.495 -0.33 0.16 -0.19
H -4.287 0.887 -7.291 0.05 0.40 -0.41
H -2.046 -1.205 -5.240 0.00 -0.54 -0.46
H -2.751 -1.637 -6.942 0.22 -0.50 0.43
H -2.156 -0.056 -6.568 0.05 0.05 0.00
H -7.170 -0.131 -5.120 -0.49 0.47 -0.27
H -8.081 -1.367 -4.177 0.22 0.20 -0.53
H -7.222 -1.799 -5.727 -0.40 0.07 0.02
H -4.492 -3.382 -5.962 -0.26 0.28 0.21
C -1.467 0.079 -0.931 0.86 -0.95 1.26
C 0.023 0.399 -1.028 -0.46 0.96 1.57
C 0.242 1.811 -1.621 0.20 -0.77 0.46
C -0.103 2.944 -0.661 -0.31 0.18 0.02
C 0.743 2.863 0.584 0.99 -1.08 0.51
C 0.580 1.506 1.329 -0.29 0.50 -0.37
N 0.733 0.369 0.334 0.15 0.80 0.32
O 0.505 -0.857 1.099 -0.22 0.60 -1.17
C 1.740 1.388 2.322 0.25 0.26 0.51
C -0.771 1.440 2.059 -0.38 0.05 -0.79
C 0.712 -0.642 -1.862 0.26 -0.79 0.91
H -1.522 -0.839 -0.312 -0.34 0.42 -0.23
H -1.869 -0.158 -1.888 -0.37 -0.08 -0.92
H -2.045 0.856 -0.465 -0.26 0.27 0.14
H 1.299 1.832 -1.894 0.11 0.40 -0.17
H -0.372 1.828 -2.514 0.09 0.27 -0.23
H -1.180 2.909 -0.444 0.21 0.05 0.11
H 0.073 3.933 -1.080 -0.07 -0.05 -0.52
H 0.640 3.699 1.297 -0.35 -0.38 -0.29
H 1.816 2.878 0.310 -0.36 0.23 -0.22
H 2.716 1.421 1.840 -0.06 0.18 -0.39
H 1.760 2.211 3.090 -0.38 -0.75 -0.61
H 1.720 0.416 2.801 -0.21 -0.13 0.49
H -0.972 0.397 2.284 -0.20 -0.01 0.37
H -0.832 2.058 2.956 0.32 -0.12 0.07
H -1.590 1.789 1.404 0.37 -0.20 0.20
H 1.780 -0.474 -1.789 0.30 0.02 -0.31
H 0.384 -0.672 -2.889 -0.18 0.07 -0.34
H 0.524 -1.616 -1.375 0.04 0.16 -0.45
H 1.316 -1.332 0.877 0.19 -0.26 0.21
C 2.159 7.260 -2.298 0.06 0.00 0.30
C 1.883 7.882 -0.915 0.35 0.10 -0.45
C 0.770 7.175 -0.208 -1.78 -1.07 0.66
C -0.559 7.379 -0.831 0.61 0.41 0.13
N -1.547 7.580 -1.379 -0.24 -0.09 -0.08
H 1.497 7.642 -3.074 -0.19 0.09 0.12
H 2.028 6.173 -2.275 0.09 0.09 0.09
H 3.170 7.462 -2.630 0.25 0.06 -0.03
H 1.659 8.941 -1.015 -0.18 0.14 -0.09
H 2.729 7.859 -0.233 0.40 -0.31 -0.23
H 0.679 7.365 0.869 0.06 0.38 -0.28
H 0.856 6.081 -0.228 0.56 0.06 -0.09
C 4.807 1.035 6.453 1.79 0.82 -0.47
C 3.368 0.686 6.279 -0.33 -0.17 0.45
C 2.612 1.106 7.567 -0.62 -0.04 -0.29
C 2.391 2.564 7.644 -0.66 0.25 -0.04
N 2.100 3.682 7.696 0.50 -0.80 0.01
H 5.229 0.638 7.372 -0.16 -0.27 0.20
H 5.023 2.111 6.503 -0.45 -0.01 0.01
H 5.478 0.694 5.658 -0.33 -0.20 -0.12
H 3.300 -0.391 6.102 -0.24 -0.06 0.40
H 2.896 1.117 5.385 0.16 0.24 0.33
H 3.055 0.812 8.518 0.67 -0.13 -0.24
H 1.649 0.600 7.613 -0.37 0.33 -0.24
C -1.017 -2.794 6.504 1.94 0.49 0.87
C -0.744 -2.694 5.029 -1.00 -1.43 -1.28
C 0.234 -1.672 4.510 0.39 1.15 0.02
C -0.097 -0.337 5.023 0.34 -0.60 -0.28
N -0.379 0.704 5.399 -0.11 0.74 0.42
H -1.349 -1.846 6.939 -0.45 -0.29 -0.09
H -0.041 -2.985 7.003 -0.42 0.02 -0.06
H -1.627 -3.654 6.760 -0.41 0.21 -0.07
H -1.702 -2.533 4.506 0.31 -0.15 0.03
H -0.356 -3.676 4.692 -0.35 0.40 0.09
H 0.261 -1.543 3.408 -0.22 -0.40 0.44
H 1.255 -1.903 4.817 0.09 0.00 0.11
C -1.984 5.162 6.489 -0.59 0.98 -0.13
C -1.266 3.915 6.104 1.23 -0.30 -0.25
C 0.067 4.136 5.327 -0.74 -0.29 0.54
C -0.186 4.773 4.059 -0.59 1.19 -3.10
N -0.431 5.250 3.016 0.57 -0.98 2.41
H -2.418 5.702 5.640 0.30 -0.08 -0.10
H -1.381 5.886 7.054 -0.06 -0.31 -0.02
H -2.843 4.864 7.075 -0.22 0.12 0.46
H -1.926 3.273 5.530 0.03 -0.23 -0.13
H -0.973 3.383 7.003 -0.06 -0.26 0.13
H 0.571 3.178 5.172 -0.13 0.02 -0.10
H 0.736 4.756 5.909 0.13 0.18 0.18
C -3.762 3.765 2.265 -0.06 0.50 0.68
C -4.223 5.030 3.039 -0.01 -0.72 -0.05
C -5.665 5.397 2.673 0.02 -0.43 -0.88
C -6.647 4.356 2.937 -0.52 -0.27 0.22
N -7.491 3.600 3.129 0.26 -0.03 -0.03
H -2.699 3.592 2.350 0.40 0.26 0.25
H -3.938 3.844 1.189 -0.39 -0.15 0.16
H -4.224 2.893 2.739 -0.24 -0.03 -0.57
H -3.653 5.897 2.756 0.60 0.27 -0.01
H -4.086 4.849 4.120 -0.20 0.22 -0.41
H -5.680 5.524 1.573 -0.04 0.18 0.42
H -6.061 6.308 3.109 0.27 0.24 0.20
C 5.060 -3.424 4.218 0.23 -0.61 1.37
C 4.057 -3.055 3.207 -0.12 1.60 -0.07
O 4.632 -1.848 2.584 -1.00 -0.72 -0.76
C 4.030 -1.541 1.405 -0.02 -1.16 2.32
O 3.045 -2.131 1.024 -0.17 0.49 -0.74
O 4.685 -0.567 0.881 0.60 0.71 -0.48
C 4.129 0.039 -0.280 -0.68 0.56 -0.40
H 5.935 -3.807 3.712 0.38 -0.01 -0.05
H 4.672 -4.238 4.841 0.10 0.14 0.01
H 5.363 -2.591 4.869 -0.21 -0.21 -0.23
H 3.033 -2.855 3.549 0.38 0.32 0.28
H 3.939 -3.824 2.490 0.09 -0.72 -0.98
H 3.089 0.359 -0.062 0.39 -0.51 -0.40
H 4.231 -0.657 -1.120 -0.32 0.34 0.17
H 4.697 0.951 -0.450 0.21 -0.13 -0.05
C -3.182 -2.191 2.049 -0.29 0.20 0.86
C -4.434 -1.811 1.266 1.12 -0.59 -0.40
O -4.247 -0.418 1.001 0.55 -0.06 0.15
C -5.279 0.153 0.421 -3.06 -2.81 0.41
O -6.323 -0.482 0.215 1.37 1.72 -0.30
O -5.036 1.401 0.232 0.48 1.50 -0.46
C -6.023 2.234 -0.354 -0.16 0.83 -0.60
H -3.077 -3.278 2.133 0.05 0.14 -0.06
H -3.265 -1.772 3.073 0.08 -0.24 -0.44
H -2.274 -1.746 1.608 -0.37 -0.31 -0.05
H -5.395 -2.017 1.731 0.16 0.23 0.41
H -4.464 -2.365 0.323 0.03 0.21 -0.12
H -5.550 3.206 -0.454 0.26 0.00 -0.17
H -6.882 2.416 0.262 -0.42 -0.47 0.68
H -6.366 1.914 -1.337 0.23 -0.36 0.12
C 0.058 -4.166 0.580 1.03 0.49 0.56
C 0.649 -4.111 1.976 0.20 -1.89 -0.08
O 0.857 -5.483 2.561 -1.14 1.37 -0.91
C -0.229 -6.127 3.054 2.63 1.55 -0.30
O -0.061 -7.154 3.586 -0.23 -3.09 1.23
O -1.317 -5.429 3.012 -2.22 1.16 -0.51
C -2.443 -5.928 3.761 -0.02 -0.28 0.27
H -0.939 -4.562 0.631 -0.47 -0.13 -0.27
H 0.724 -4.773 -0.016 -0.09 -0.31 -0.44
H 0.078 -3.143 0.180 -0.30 -0.27 0.03
H 0.001 -3.559 2.623 -0.10 0.39 0.46
H 1.671 -3.784 1.979 0.16 0.65 -0.11
H -3.091 -6.598 3.163 0.56 0.36 0.16
H -3.014 -5.052 4.079 0.16 -0.16 -0.13
H -2.041 -6.467 4.627 -0.34 0.06 -0.19
C -2.309 -3.193 -2.419 -1.07 0.25 -0.12
C -1.907 -4.547 -2.900 -0.02 -0.73 -0.44
O -1.358 -4.412 -4.238 0.59 0.11 1.67
C -2.214 -4.581 -5.193 0.37 0.46 -1.30
O -3.324 -5.005 -5.111 -1.37 -0.40 0.19
O -1.702 -4.221 -6.352 1.20 0.96 -1.64
C -0.424 -3.455 -6.434 -1.04 -0.69 0.30
H -3.032 -2.707 -3.098 0.43 -0.21 -0.09
H -1.423 -2.603 -2.328 0.46 0.67 0.13
H -2.838 -3.212 -1.469 0.21 -0.23 0.32
H -2.705 -5.305 -2.902 0.24 0.41 -0.08
H -1.043 -4.940 -2.404 0.27 -0.20 0.87
H -0.407 -3.012 -7.435 -0.13 -0.25 0.28
H 0.419 -4.142 -6.295 -0.26 0.25 0.03
H -0.443 -2.668 -5.674 0.18 -0.26 -0.20
C 4.229 5.444 5.204 0.01 0.15 0.54
C 3.450 4.344 4.544 -0.97 -0.36 -1.14
O 4.295 3.504 3.661 0.38 -0.26 2.81
C 4.120 3.624 2.392 -0.02 0.55 -2.43
O 3.444 4.465 1.856 -0.10 -0.08 -0.28
O 4.809 2.722 1.647 0.42 -0.24 1.50
C 5.642 1.744 2.402 -1.07 1.08 0.04
H 4.630 6.138 4.477 0.04 0.10 -0.27
H 5.050 4.991 5.726 0.64 -0.14 0.34
H 3.689 6.040 5.973 -0.12 -0.66 -0.67
H 2.691 4.711 3.857 -0.12 0.37 0.18
H 2.939 3.639 5.204 0.53 0.15 0.22
H 4.993 1.182 3.108 0.55 0.26 -0.52
H 6.454 2.259 2.940 -0.38 -0.19 -0.27
H 5.993 1.136 1.597 0.47 -0.50 0.02
C 1.524 0.956 -5.344 1.15 0.71 0.97
C 0.277 1.440 -5.984 -1.40 1.17 -1.19
O 0.249 2.933 -6.168 0.09 -1.65 0.97
C -0.418 3.577 -5.197 -0.63 -0.26 0.66
O -1.000 3.113 -4.216 1.09 0.43 -1.81
O -0.387 4.872 -5.510 0.12 -0.64 -0.15
C -1.158 5.677 -4.637 -0.86 0.71 -0.33
H 1.647 -0.113 -5.124 -0.55 0.17 -0.41
H 1.781 1.481 -4.402 -0.43 -0.16 -0.40
H 2.280 1.255 -6.065 0.53 -0.23 0.12
H -0.716 1.193 -5.685 -0.34 -0.30 1.63
H 0.188 1.053 -6.982 0.64 0.09 -0.91
H -2.203 5.332 -4.608 0.46 -0.14 0.31
H -1.200 6.655 -5.127 0.35 -0.05 0.41
H -0.695 5.691 -3.656 -0.24 0.23 0.13



11
Properties=species:S:1:pos:R:3:forces:R:3 method="wB97M-V/def2-TZVPD" e_above_lowest_kcal_mol=82.7 homo_lumo_gap_ev="6.4 / 4.0" s2=0.76 multiplicity=2 charge=+1
C -0.427 1.132 -1.915 -1.32 -0.45 3.52
N -0.982 2.085 -1.237 2.35 -2.16 -1.26
H -0.909 0.033 -1.907 0.88 2.29 -0.97
H 0.684 1.349 -1.925 -0.67 -0.55 -1.18
H -0.327 2.497 -0.527 -1.26 0.68 -0.12
C 0.165 -1.765 1.192 2.29 0.31 -6.56
N 0.198 -0.405 1.370 -1.02 -1.81 1.58
O 0.439 -2.220 0.042 -1.26 1.22 2.60
H 0.128 -2.458 1.947 -0.79 -1.20 2.53
H 0.335 -0.239 2.368 0.32 1.18 -0.70
H 0.697 -0.009 0.593 0.50 0.49 0.55



15
Properties=species:S:1:pos:R:3:forces:R:3 method="wB97M-V/def2-TZVPD" e_above_lowest_kcal_mol=45.8 homo_lumo_gap_ev=11.0 smiles=C[C@H]1[C@@H](C#N)N1C charge=0
C 1.614 0.979 -0.710 -0.01 -0.19 0.05
C 0.368 0.113 -0.671 -0.07 0.07 -0.10
C 0.017 -0.997 0.292 -0.11 -0.36 -0.09
C 0.874 -1.589 1.305 0.52 -0.47 0.52
N 1.523 -2.108 2.111 -0.64 0.60 -0.87
N -0.492 0.336 0.470 0.00 0.15 0.20
C -1.925 0.341 0.293 -0.37 -0.40 -0.28
H 1.980 1.185 0.301 -0.06 -0.15 -0.16
H 2.416 0.532 -1.305 -0.13 -0.01 0.10
H 1.359 1.947 -1.170 0.00 -0.32 0.13
H -0.090 -0.067 -1.648 -0.11 0.21 0.20
H -0.830 -1.629 -0.087 1.51 -0.19 0.39
H -2.200 -0.622 -0.255 -0.40 1.54 0.22
H -2.219 1.273 -0.211 -0.17 -0.48 -0.02
H -2.394 0.305 1.285 0.03 0.02 -0.29



59
Properties=species:S:1:pos:R:3:forces:R:3 method="wB97M-V/def2-TZVPD" e_above_lowest_kcal_mol=365.5 homo_lumo_gap_ev=7.6 smiles="CC(=O)OCCc1cccc2c1C(=O)N(/C(Br)=C(/C)Br)C2=O.Fc1ccccc1.Fc1ccccc1" charge=0
C 4.035 -1.002 1.008 -0.13 0.10 -0.32
C 4.833 -0.553 -0.386 5.29 -0.70 0.54
O 6.185 -0.648 -0.436 -8.90 0.97 -0.08
O 4.011 -0.058 -1.508 2.29 0.61 2.90
C 4.393 1.323 -1.874 0.82 1.24 -0.57
C 3.213 2.444 -1.511 0.17 -1.21 0.55
C 2.690 2.075 0.010 -1.80 -0.84 3.03
C 3.489 2.533 1.405 -3.35 -2.03 0.10
C 2.906 2.110 2.913 -1.89 -1.07 -3.17
C 1.519 1.195 3.088 1.39 0.97 -4.46
C 0.767 0.760 1.697 2.68 1.77 -0.92
C 1.316 1.202 0.216 1.17 0.41 3.21
C 0.224 0.589 -0.847 2.60 0.68 -3.38
O 0.453 0.398 -2.149 -2.25 1.14 8.24
N -1.000 0.392 0.020 0.04 -3.58 -1.49
C -2.208 -0.280 -0.593 -4.56 2.14 2.73
Br -2.208 -1.667 -2.035 0.38 1.55 1.67
C -3.565 0.108 -0.033 3.05 -1.71 -2.44
C -4.990 -0.550 -0.540 -0.10 -0.31 1.70
Br -3.731 1.506 1.443 0.39 -1.74 -1.93
C -0.577 -0.127 1.390 -0.10 -2.49 3.76
O -1.099 -1.073 2.178 2.89 6.31 -5.59
H 4.406 -2.051 1.413 -0.46 2.48 -1.20
H 4.226 -0.177 1.848 -0.22 -1.78 -2.06
H 2.869 -1.066 0.866 2.49 0.21 -0.01
H 5.354 1.683 -1.272 -1.93 -1.12 -1.45
H 4.618 1.297 -3.042 -0.50 0.26 2.62
H 3.700 3.514 -1.568 -0.99 -2.18 0.28
H 2.353 2.357 -2.307 1.51 0.15 1.91
H 4.488 3.175 1.279 -2.51 -1.60 0.47
H 3.484 2.481 3.880 -1.39 -0.92 -2.36
H 1.075 0.866 4.121 1.10 0.79 -2.27
H -5.713 -0.521 0.408 1.60 0.08 -2.10
H -5.526 0.053 -1.391 1.40 -1.15 1.58
H -4.874 -1.712 -0.788 0.01 2.81 0.29
F 2.693 -2.916 2.494 -0.18 0.09 0.18
C 2.591 -4.248 2.601 -0.14 -1.23 0.13
C 2.803 -4.854 3.834 0.01 0.07 0.00
C 2.691 -6.240 3.947 -0.08 0.10 -0.47
C 2.379 -7.006 2.821 0.01 0.06 0.04
C 2.173 -6.389 1.586 0.10 0.15 0.40
C 2.273 -5.002 1.477 0.02 0.10 -0.02
H 3.053 -4.243 4.696 -0.04 -0.02 -0.11
H 2.848 -6.722 4.908 -0.01 0.13 -0.17
H 2.296 -8.087 2.909 0.01 0.21 -0.02
H 1.934 -6.987 0.711 0.03 0.15 0.15
H 2.108 -4.505 0.527 0.03 -0.01 0.10
F -6.931 2.545 -1.173 -0.08 -0.14 0.18
C -6.426 3.210 -2.220 0.43 0.56 -0.86
C -6.190 4.576 -2.115 -0.01 -0.01 0.06
C -5.660 5.268 -3.204 -0.05 -0.47 -0.14
C -5.381 4.587 -4.391 -0.02 0.01 0.06
C -5.625 3.216 -4.489 -0.04 0.28 0.30
C -6.145 2.523 -3.396 -0.03 -0.02 0.08
H -6.421 5.090 -1.187 0.02 -0.10 -0.07
H -5.465 6.335 -3.128 -0.06 -0.20 0.02
H -4.971 5.128 -5.241 -0.08 -0.11 0.16
H -5.411 2.689 -5.415 -0.04 0.07 0.20
H -6.333 1.456 -3.452 -0.02 0.10 0.02